{"formula": "C3H13N3", "method": "wB97M-V/def2-TZVPD", "species": ["C", "N", "C", "H", "H", "H", "H", "H", "H", "H", "N", "C", "N", "H", "H", "H", "H", "H", "H"], "positions_angstrom": [[-1.729392, 1.765229, 1.693393], [-0.473039, 1.202373, 1.099303], [0.671670, 1.364392, 1.891337], [-2.471851, 1.744005, 0.879970], [-1.537291, 2.807581, 1.964778], [-2.000704, 1.020629, 2.477585], [-0.654192, 0.598885, 0.297803], [1.444466, 1.902212, 1.368112], [0.490913, 1.981116, 2.788297], [1.095407, 0.496090, 2.383719], [-0.006321, -2.518578, -1.225833], [0.974538, -1.656882, -1.881227], [0.637462, -0.145343, -1.671644], [0.343222, -3.436443, -1.030760], [-0.870891, -2.452241, -1.750239], [1.128605, -1.852499, -2.924688], [1.865493, -1.736271, -1.308196], [0.545339, 0.404757, -0.845605], [-0.299887, 0.002587, -2.094159]], "forces_ev_per_a": [[1.2, -1.8, -1.4], [-2.8, 1.2, -0.4], [1.1, 0.2, 0.9], [0.0, 0.1, 0.5], [-0.3, -0.3, 0.5], [-0.4, 1.3, 0.1], [0.7, 0.0, 1.1], [0.7, 0.1, -0.3], [-0.5, 0.1, -0.5], [0.2, -0.8, -0.3], [0.0, 1.3, -0.5], [-1.1, 2.6, 3.1], [-1.5, -1.6, -3.4], [-0.2, -0.5, -0.3], [0.0, -0.8, 0.2], [0.0, 0.3, -0.6], [1.1, -0.5, 0.0], [1.0, -0.8, 1.2], [0.9, -0.1, -0.1]], "mulliken_charge": [-1.01, -0.16, -0.98, 0.30, 0.37, 0.32, 0.18, 0.32, 0.34, 0.31, -0.50, -0.38, -0.59, 0.20, 0.20, 0.24, 0.40, 0.24, 0.21], "orbital_gap_ev": 9.1, "e_lumo_ha": 0.0385, "total_energy_ha": -286.2805, "e_above_lowest_kcal_mol": 44.6}